Molecular formula: C27H25Cl3N5O4PSSeTi
Method: DFT, the ωB97M-V functional and the def2-TZVPD basis

Structure (XYZ):
```
68
Properties=species:S:1:pos:R:3
Ti -0.8524 -0.9993 -0.0170
N 0.9746 1.5004 2.8730
P 1.0140 0.2328 1.6586
C 2.2810 -0.7299 2.5977
C 2.0352 -2.0165 3.0592
C 2.9978 -2.6952 3.7925
C 4.2084 -2.0878 4.0776
C 4.4547 -0.7951 3.6394
C 3.4952 -0.1191 2.9109
C 2.1558 0.9747 0.4247
C 1.8942 2.2608 -0.0356
C 2.6917 2.8252 -1.0142
C 3.7399 2.1034 -1.5586
C 3.9850 0.8103 -1.1307
C 3.1974 0.2444 -0.1439
C -0.1732 2.2356 2.9087
C -0.6363 2.9051 4.0489
C -1.8084 3.6247 3.9546
C -2.4680 3.6845 2.7320
C -1.9258 2.9928 1.6623
N -0.8145 2.2820 1.7409
H 1.4555 1.3547 3.7508
H 1.0916 -2.5005 2.8484
H 2.8004 -3.7020 4.1369
H 4.9598 -2.6161 4.6477
H 5.3986 -0.3173 3.8640
H 3.6829 0.8878 2.5638
H 1.0533 2.8018 0.3752
H 2.4842 3.8241 -1.3709
H 4.3567 2.5408 -2.3303
H 4.7886 0.2404 -1.5775
H 3.3679 -0.7796 0.1615
H -0.0841 2.8420 4.9743
H -2.2092 4.1386 4.8184
H -3.3879 4.2370 2.6099
H -2.4017 3.0225 0.6891
Cl -6.9625 1.2153 -2.4917
C -5.3672 1.0737 -1.8531
C -4.3197 1.6640 -2.5409
C -3.0397 1.5224 -2.0369
Cl -1.6898 2.2555 -2.8356
C -2.7563 0.7829 -0.8752
O -1.5447 0.5790 -0.4577
C -3.8790 0.2801 -0.1752
Cl -3.5204 -0.4934 1.3188
C -5.1651 0.3936 -0.6599
H -4.4867 2.2128 -3.4567
H -5.9840 -0.0572 -0.1241
C 0.9193 -3.3705 -2.6241
N 0.1972 -2.4965 -3.5013
C -0.8307 -3.0188 -4.3839
C -1.6625 -1.7785 -4.7458
N -0.9364 -0.7083 -4.0909
C -0.0376 -1.2099 -3.2230
S 0.8116 -0.2734 -2.1216
H 0.2212 -3.9370 -1.9958
H 1.5573 -2.7670 -1.9735
H 1.5241 -4.0610 -3.2134
H -1.4348 -3.7524 -3.8439
H -0.3718 -3.4807 -5.2618
H -2.6736 -1.8600 -4.3365
H -1.7041 -1.5973 -5.8235
H -1.3835 0.1725 -3.8805
O 0.6639 -2.0329 0.3436
N -0.2904 -2.5666 1.0088
O -0.4423 -3.7666 1.0831
O -0.9690 -1.7410 1.7062
Se -2.2452 -2.3915 -1.2767
```

Results
HOMO level (alpha / beta) (eV): -3.41 / -3.91
Frontier orbital gap (alpha / beta) (eV): 6.0013 / 6.4930
Molar mass (g/mol): 779.8
Net charge: -1
Spin multiplicity: 2

---

Molecular formula: C27H25Cl4N3O4W
Method: DFT, the ωB97M-V functional and the def2-TZVPD basis

Structure (XYZ):
```
64
Properties=species:S:1:pos:R:3
W 0.2390 0.3473 0.1242
C 1.1866 -0.5278 2.9718
N -0.1585 -0.4371 2.2957
C -0.7570 -1.8154 2.5134
C -1.8008 -2.2710 1.5213
C -1.1322 -2.6652 0.2148
N 0.1306 -1.9148 -0.0085
C 1.0636 -2.6128 -0.5622
C 2.3605 -2.1881 -1.0079
C 3.1895 -3.1064 -1.6683
C 4.4480 -2.7248 -2.0843
C 4.9046 -1.4334 -1.8274
C 4.1156 -0.5114 -1.1570
C 2.8463 -0.8995 -0.7650
O 2.0636 -0.0222 -0.0986
C -0.9649 0.5419 3.1169
C -2.3736 0.7811 2.6155
C -2.4521 1.3669 1.2146
N -1.9057 0.5003 0.1366
C -2.7100 0.1982 -0.8352
C -2.3616 -0.3840 -2.0899
C -3.3905 -0.7723 -2.9715
C -3.0884 -1.2727 -4.2146
C -1.7520 -1.3654 -4.6100
C -0.7190 -0.9666 -3.7793
C -1.0243 -0.4838 -2.5137
O -0.0305 -0.0762 -1.7150
H 1.0366 -0.9467 3.9674
H 1.6365 0.4541 3.0567
H 1.8320 -1.1929 2.4002
H -1.1519 -1.8184 3.5300
H 0.0704 -2.5241 2.4993
H -2.5782 -1.5324 1.3744
H -2.2968 -3.1469 1.9421
H -1.7811 -2.5023 -0.6455
H -0.8827 -3.7266 0.2399
H 0.8596 -3.6709 -0.7301
H 2.8329 -4.1124 -1.8508
H 5.0849 -3.4285 -2.6007
H 5.8962 -1.1455 -2.1494
H 4.4648 0.4886 -0.9425
H -0.4107 1.4751 3.1565
H -0.9869 0.1454 4.1340
H -2.8262 1.5139 3.2872
H -2.9928 -0.1108 2.7038
H -1.8960 2.3095 1.1683
H -3.4872 1.6053 0.9664
H -3.7636 0.4425 -0.7001
H -4.4210 -0.6725 -2.6534
H -3.8758 -1.5763 -4.8887
H -1.5149 -1.7464 -5.5947
H 0.3130 -1.0113 -4.0976
Cl 1.9697 6.5404 2.3918
C 1.3863 5.2569 1.4327
C 0.8754 5.5215 0.1331
Cl 0.8492 7.1257 -0.4433
C 0.3945 4.5013 -0.6788
Cl -0.2381 4.7619 -2.2405
C 0.4505 3.2079 -0.1628
O 0.0429 2.0850 -0.7559
C 0.9350 2.9589 1.1067
O 0.8392 1.6570 1.3939
C 1.4166 3.9649 1.9365
Cl 1.9910 3.5643 3.4974
```

Results
HOMO level (eV): -13.83
Frontier orbital gap (eV): 6.2086
Molar mass (g/mol): 781.2
Net charge: +2
Spin multiplicity: 1

---

Molecular formula: C27H25F6N3O3
Method: DFT, the ωB97M-V functional and the def2-TZVPD basis

Structure (XYZ):
```
64
Properties=species:S:1:pos:R:3
C 5.1464 1.6593 4.1249
N 5.1104 0.4911 3.2474
C 6.2135 0.4509 2.2720
C 5.9507 1.4446 1.1273
F 7.0143 1.4386 0.3010
F 4.8412 1.0577 0.4712
F 5.7705 2.6651 1.6641
C 3.8528 -0.0977 2.9175
C 3.6240 -1.4713 3.0926
C 2.4066 -2.0208 2.8082
C 1.3375 -1.2362 2.3121
C 0.1012 -1.8804 2.0791
C -1.1800 -1.3917 1.7383
C -2.2449 -2.3223 1.6675
C -3.5241 -1.9252 1.4001
C -3.8236 -0.5750 1.1612
N -5.1585 -0.1459 0.8802
C -5.4505 0.4807 -0.4093
C -6.0031 0.3478 1.9827
C -5.6056 1.7793 2.3861
F -6.5011 2.2358 3.2827
F -4.3737 1.7472 2.9260
F -5.6061 2.5469 1.2817
C -2.7733 0.3521 1.2100
C -1.4999 -0.0361 1.5007
C 1.5985 0.1363 2.0981
C 2.8074 0.6857 2.4073
H 4.4392 1.5294 4.9419
H 6.1460 1.7856 4.5369
H 4.8783 2.5494 3.5590
H 7.1529 0.6990 2.7682
H 6.3109 -0.5567 1.8659
H 4.4215 -2.0832 3.4764
H 2.2471 -3.0731 2.9745
H 0.1335 -2.9445 2.2304
H -2.0397 -3.3631 1.8539
H -4.3244 -2.6436 1.3712
H -4.9846 -0.0858 -1.2130
H -6.5261 0.5172 -0.5726
H -5.0558 1.4949 -0.4161
H -7.0507 0.3248 1.6798
H -5.8966 -0.3122 2.8447
H -3.0083 1.3953 1.0818
H -0.7632 0.7330 1.5819
H 0.8817 0.7687 1.6202
H 3.0023 1.7228 2.1929
C -0.8608 -4.0635 5.6890
C 0.3178 -4.2329 6.4294
O 1.4204 -4.1986 5.8774
C 0.2506 -4.4874 7.8998
C -0.3036 -5.6620 8.3976
C -0.3526 -5.8861 9.7555
C 0.1496 -4.9467 10.6322
C 0.7109 -3.7842 10.1452
C 0.7664 -3.5552 8.7886
N -2.1527 -3.9263 6.2447
O -3.1320 -4.0839 5.4916
O -2.2854 -3.6574 7.4538
H -0.7945 -3.9994 4.6216
H -0.7074 -6.3867 7.7082
H -0.7875 -6.7974 10.1331
H 0.1101 -5.1256 11.6958
H 1.1055 -3.0509 10.8291
H 1.1981 -2.6476 8.3980
```

Results
HOMO level (eV): -6.46
Frontier orbital gap (eV): 3.0581
Molar mass (g/mol): 553.5
Net charge: 0
Spin multiplicity: 1

---

Molecular formula: C27H25IMoN4O2
Method: DFT, the ωB97M-V functional and the def2-TZVPD basis

Structure (XYZ):
```
60
Properties=species:S:1:pos:R:3
C -0.5335 -3.7193 -2.1124
C -2.1317 -2.7241 -2.5890
H 0.0007 -4.1644 -2.9495
H -1.2768 -4.5030 -1.8305
H 0.0231 -3.7051 -1.1470
H -2.3193 -2.2199 -3.5410
H -2.5962 -3.7526 -2.7535
H -2.7404 -2.3340 -1.7670
C 2.7820 -1.7761 -1.6831
C 4.1296 -1.4714 -1.9062
C 4.4577 -0.2964 -2.5843
C 3.4433 0.5712 -2.9862
H 2.4414 -2.6525 -1.1277
H 4.8787 -2.1721 -1.5558
H 5.4947 -0.0556 -2.8148
H 3.6329 1.5188 -3.4805
N 1.7941 -0.9812 -2.1634
C 2.1021 0.2106 -2.7673
C 0.9666 1.0680 -3.1133
N -0.2623 0.5534 -2.8321
C -1.3519 1.3360 -2.9626
C -0.0208 3.1451 -3.8486
C -1.2622 2.6424 -3.4643
H -2.2931 0.8937 -2.6343
H -2.1685 3.2221 -3.5581
C 1.1076 2.3617 -3.6533
H 2.1077 2.6907 -3.8997
H 0.0750 4.1291 -4.3042
Mo -0.3231 -1.6781 -2.2139
I 0.1632 -2.0502 -4.8429
O -1.8004 -2.9766 0.6464
C -1.3038 -1.8798 0.8161
N -1.2443 -1.1978 2.0221
C -0.6513 0.1074 1.9738
C -0.2103 0.1163 0.4945
O 0.4656 1.0095 -0.0285
N -0.6496 -1.0333 -0.1130
C -1.7318 1.1355 2.3319
C -2.1163 2.1543 1.4697
C -3.1682 3.0114 1.8084
C -3.8392 2.8688 3.0222
C -3.4467 1.8562 3.9154
C -2.3842 0.9996 3.5728
C 0.5419 0.1527 2.9215
C 0.6813 1.0724 3.9732
C 1.6880 0.8927 4.9382
C 2.5717 -0.1891 4.8423
C 2.4863 -1.0500 3.7377
C 1.4773 -0.8696 2.7854
H -1.6725 -1.5972 2.8367
H -1.5796 2.2808 0.5379
H -3.4599 3.7937 1.1167
H -4.6704 3.5261 3.2933
H -3.9526 1.7214 4.8860
H -2.0714 0.2331 4.3010
H 0.0156 1.9352 4.0484
H 1.7591 1.5923 5.7805
H 3.3412 -0.3427 5.6078
H 3.1871 -1.8777 3.6249
H 1.4166 -1.5325 1.9234
```

Results
HOMO level (alpha / beta) (eV): -13.63 / -13.65
Frontier orbital gap (alpha / beta) (eV): 3.5863 / 4.7172
Molar mass (g/mol): 660.4
Net charge: +2
Spin multiplicity: 3

---

Molecular formula: C27H25N3O2Rh
Method: DFT, the ωB97M-V functional and the def2-TZVPD basis

Structure (XYZ):
```
58
Properties=species:S:1:pos:R:3
Rh -0.2811 1.0998 -0.6160
O 4.5168 5.7774 0.7310
C 4.8972 4.6474 -0.0212
C 3.7348 3.6988 -0.1136
C 3.8255 2.5419 -0.8788
C 2.7316 1.7068 -0.9585
N 1.5859 1.9467 -0.3165
C 1.5023 3.0466 0.4627
C 2.5498 3.9463 0.5602
C -2.2827 2.4502 0.0963
C -3.3268 3.3460 0.1856
C -4.5644 2.9773 -0.3423
C -5.7395 3.9247 -0.2698
O -5.5119 5.0107 0.6013
C -4.6903 1.7387 -0.9538
C -3.5862 0.9016 -1.0330
N -2.4198 1.2365 -0.5085
H 5.2730 6.3625 0.8288
H 5.7361 4.1189 0.4466
H 5.2048 4.9250 -1.0357
H 4.7267 2.2938 -1.4240
H 2.7677 0.8141 -1.5685
H 2.4486 4.8337 1.1666
H -3.2142 4.3099 0.6464
H -6.6367 3.3635 0.0043
H -5.9141 4.3402 -1.2651
H -5.8320 4.7863 1.4798
H -5.6360 1.4194 -1.3725
H -3.6533 -0.0658 -1.5142
C -0.8378 2.5237 0.3702
C 0.1699 3.2658 1.1114
C 0.0487 3.7323 2.3808
C -1.2536 4.1855 2.9374
C -1.7000 5.4706 2.6427
C -2.8369 5.9752 3.2608
C -3.5422 5.1863 4.1558
C -3.0981 3.9033 4.4551
C -1.9409 3.4144 3.8721
C 1.1881 3.7984 3.3197
C 2.0506 2.7121 3.4672
C 3.1032 2.7731 4.3656
C 3.3095 3.9211 5.1176
C 2.4446 5.0002 4.9898
C 1.3772 4.9324 4.1107
H -1.1314 6.0763 1.9465
H -3.1678 6.9812 3.0384
H -4.4270 5.5763 4.6429
H -3.6413 3.2966 5.1675
H -1.5637 2.4335 4.1347
H 1.8811 1.8119 2.8891
H 3.7591 1.9209 4.4854
H 4.1345 3.9687 5.8160
H 2.5971 5.8909 5.5843
H 0.6895 5.7644 4.0227
N 0.2104 -0.7727 -1.8215
H 0.0038 -0.6213 -2.8049
H -0.3785 -1.5450 -1.5235
H 1.1647 -1.1140 -1.7730
```

Results
HOMO level (alpha / beta) (eV): -10.63 / -10.63
Frontier orbital gap (alpha / beta) (eV): 7.0633 / 7.0625
Molar mass (g/mol): 526.4
Net charge: +1
Spin multiplicity: 1

---

Molecular formula: C27H25N3O3S
Method: DFT, the ωB97M-V functional and the def2-TZVPD basis

Structure (XYZ):
```
59
Properties=species:S:1:pos:R:3
C 5.1394 4.1646 0.0217
H 5.3082 5.0125 0.6835
O 4.7508 3.1013 0.8581
C 4.4492 1.9028 0.2912
C 4.5185 1.6234 -1.0693
C 4.1613 0.3689 -1.5327
C 3.7374 -0.6263 -0.6652
C 3.6806 -0.3441 0.6961
C 4.0359 0.8997 1.1708
H 3.9918 1.1286 2.2237
H 3.3414 -1.1053 1.3830
C 3.2047 -1.9293 -1.2023
N 1.8379 -1.7207 -1.6573
C 0.7811 -1.8818 -0.8253
O 0.8337 -2.4961 0.2151
C -0.4756 -1.2054 -1.3838
C -0.2920 0.2972 -1.4251
C 0.5950 0.9572 -0.5805
C 0.7031 2.3354 -0.6823
N -0.0030 3.0622 -1.5307
C -0.8632 2.4361 -2.3165
C -1.0447 1.0622 -2.3101
H -1.7568 0.5919 -2.9706
H -1.4299 3.0686 -2.9867
H 1.3886 2.8818 -0.0480
H 1.1822 0.4178 0.1460
N -1.6898 -1.5682 -0.6654
C -2.7329 -2.0302 -1.4014
O -2.6532 -2.1965 -2.6033
C -4.0333 -2.2776 -0.6454
C -4.4757 -1.0774 0.1186
C -4.9279 -1.0072 1.3987
C -5.2558 0.3077 1.8005
C -5.0499 1.2188 0.8190
S -4.4561 0.4917 -0.6231
H -5.2106 2.2780 0.8425
H -5.6259 0.5563 2.7787
H -5.0145 -1.8649 2.0413
H -4.7769 -2.5454 -1.4028
H -3.9199 -3.1208 0.0376
C -1.7252 -1.4394 0.7498
C -1.7642 -2.5815 1.5406
C -1.8126 -2.4674 2.9164
C -1.8141 -1.2171 3.5124
C -1.7617 -0.0801 2.7262
C -1.7183 -0.1862 1.3476
H -1.7004 0.7052 0.7399
H -1.7604 0.8981 3.1835
H -1.8511 -1.1300 4.5880
H -1.8402 -3.3580 3.5266
H -1.7335 -3.5529 1.0713
H -0.6431 -1.5706 -2.4082
H 1.7311 -1.0994 -2.4454
H 3.1673 -2.6893 -0.4205
H 3.8003 -2.2918 -2.0434
H 4.2144 0.1676 -2.5938
H 4.8396 2.3714 -1.7765
H 4.3534 4.4177 -0.6973
H 6.0656 3.9362 -0.5153
```

Results
HOMO level (eV): -8.50
Frontier orbital gap (eV): 9.1774
Structure (SMILES): COc1ccc(CNC(=O)[C@H](c2ccncc2)N(C(=O)Cc2cccs2)c2ccccc2)cc1
Molar mass (g/mol): 471.6
Net charge: 0
Spin multiplicity: 1

---

Molecular formula: C27H26BCl3OZr
Method: DFT, the ωB97M-V functional and the def2-TZVPD basis

Structure (XYZ):
```
59
Properties=species:S:1:pos:R:3
Cl -3.7313 2.8685 -3.1155
B -2.2748 1.9944 -3.8272
Cl -2.4943 0.1596 -3.5549
Cl -2.0556 2.3245 -5.6313
O -1.0612 2.4422 -3.0997
C -0.0560 1.7555 -2.4330
C 1.1840 2.6808 -2.6302
C 2.4388 2.2946 -3.1345
C 3.5741 3.0794 -2.8363
C 3.4316 4.3167 -2.2177
C 2.1470 4.8179 -1.9707
C 1.0155 4.0406 -2.2909
H 0.1496 0.8218 -3.0691
H 2.5435 1.2377 -3.4529
H 4.5543 2.6625 -3.0792
H 4.3262 4.9249 -2.0462
H 2.0520 5.7900 -1.5088
H 0.0345 4.4013 -1.9261
C -0.2445 0.7879 -1.1696
Zr -0.7368 -1.1141 1.2090
C -0.1260 -2.9421 0.1373
C -2.0891 -2.2563 2.6480
C -2.1398 -0.8606 2.9663
C -2.8130 -0.1669 1.8836
C -2.9935 1.2238 1.6070
C -3.5733 1.5738 0.3898
C -3.9525 0.5905 -0.5385
C -3.7529 -0.7604 -0.3306
C -3.1989 -1.1863 0.9044
C -2.7711 -2.4636 1.4210
C 0.8031 -0.0922 2.6496
C 0.6732 -1.3652 3.3127
C 1.7172 -2.2413 2.8632
C 2.0450 -3.5630 3.1880
C 2.9997 -4.2304 2.4080
C 3.6568 -3.5792 1.3614
C 3.3857 -2.2434 1.0319
C 2.3978 -1.5518 1.7541
C 1.7872 -0.2653 1.6117
H -0.5250 1.5841 -0.4440
H 0.8148 0.3387 -1.1444
H -1.1159 0.2159 -1.6199
H -0.0481 -3.7472 0.9009
H -0.9260 -3.2064 -0.5861
H 0.8306 -2.8872 -0.4158
H -1.7111 -3.0459 3.3098
H -1.8330 -0.3564 3.8789
H -2.7264 1.9480 2.3759
H -3.7453 2.6202 0.1479
H -4.4180 0.9191 -1.4761
H -4.0310 -1.5167 -1.0725
H -3.0135 -3.4125 0.9353
H 0.2504 0.8468 2.8768
H 0.1170 -1.5793 4.2318
H 1.5060 -4.0473 4.0040
H 3.2147 -5.2764 2.6269
H 4.4046 -4.1121 0.7786
H 3.9137 -1.7161 0.2344
H 2.1892 0.5239 0.9732
```

Results
HOMO level (eV): -8.55
Frontier orbital gap (eV): 6.6563
Molar mass (g/mol): 574.9
Net charge: 0
Spin multiplicity: 1

---

Molecular formula: C27H26BF4N2O2PS2Ti
Method: DFT, the ωB97M-V functional and the def2-TZVPD basis

Structure (XYZ):
```
66
Properties=species:S:1:pos:R:3
Ti 1.0870 0.8677 0.6289
O 1.7655 1.6853 2.8584
N 0.9341 0.6045 2.5926
C 0.1878 0.1862 3.5172
C -0.7089 -0.9736 3.4217
C -1.1452 -1.4437 4.6560
C -1.8777 -2.6144 4.7576
C -2.1555 -3.3376 3.6118
C -1.7395 -2.8635 2.3731
C -1.0465 -1.6658 2.2475
P -0.6942 -1.0161 0.5713
C -2.3051 -0.5953 -0.1806
C -2.4461 0.5702 -0.9363
C -3.6399 0.8487 -1.5940
C -4.7040 -0.0331 -1.5007
C -4.5695 -1.2012 -0.7586
C -3.3795 -1.4838 -0.1115
C -0.2025 -2.4882 -0.3742
C -0.5357 -2.5639 -1.7276
C -0.0761 -3.6210 -2.5019
C 0.7102 -4.6111 -1.9281
C 1.0376 -4.5447 -0.5802
C 0.5894 -3.4855 0.1948
H 1.4145 2.1674 3.6204
H 0.2664 0.6657 4.4898
H -0.8834 -0.8925 5.5537
H -2.2096 -2.9660 5.7269
H -2.7019 -4.2713 3.6743
H -1.9462 -3.4543 1.4895
H -1.6440 1.2792 -1.0142
H -3.7342 1.7625 -2.1682
H -5.6368 0.1844 -2.0073
H -5.3945 -1.8991 -0.6888
H -3.2986 -2.4096 0.4452
H -1.1797 -1.8154 -2.1780
H -0.3438 -3.6763 -3.5501
H 1.0653 -5.4383 -2.5308
H 1.6520 -5.3150 -0.1305
H 0.8662 -3.4354 1.2414
F 1.1053 2.8713 0.3028
B -0.1945 3.3169 0.9444
F 0.0740 3.8131 2.1941
F -0.7969 1.9796 1.0575
F -0.8806 4.1141 0.1022
N 0.8862 0.7282 -1.6185
C 1.1225 1.8937 -2.4623
C 0.0794 2.4029 -3.2102
C 0.2858 3.5258 -4.0007
C 1.5354 4.1225 -4.0509
C 2.5824 3.5900 -3.3059
C 2.3775 2.4770 -2.5050
H 0.0007 0.3264 -1.8974
H 1.5789 0.0190 -1.8278
H -0.8991 1.9328 -3.1762
H -0.5329 3.9265 -4.5844
H 1.6963 4.9957 -4.6715
H 3.5656 4.0444 -3.3468
H 3.1934 2.0574 -1.9252
C 4.0373 2.5174 1.0472
O 3.2588 1.3547 0.6674
C 3.8658 0.1097 0.5932
S 5.4483 -0.1349 0.7327
S 2.6070 -1.0554 0.3328
H 3.3403 3.3445 1.0265
H 4.8374 2.6558 0.3335
H 4.4485 2.3644 2.0379
```

Results
HOMO level (alpha / beta) (eV): -11.05 / -11.20
Frontier orbital gap (alpha / beta) (eV): 7.3622 / 7.3158
Molar mass (g/mol): 640.3
Net charge: +1
Spin multiplicity: 2

---

Question: Number 2 is which compound?
Answer: C27H25Cl4N3O4W